ORCA calculation (wB97M-V/def2-TZVPD) on a molecular structure, C34H29As2N5O2Se2SnTe2.

For the energy relative to the best compared isomer or geometry (same formula, charge and spin), the calculation gives 3.7 kJ/mol. The value obtained for the HOMO-LUMO gap (alpha / beta) is 5.9 / 5.8 eV. For the LUMO energy (alpha / beta), the calculation gives -2.0 / -2.1 eV. The total charge is 0. The HOMO energy (alpha / beta) comes out at -7.96 / -7.93 eV. The electronic energy comes out at -11761.9261 Ha.

Element x y z (Å)
Sn 1.58234 1.06604 -0.59224
C -1.74311 -1.71665 0.32622
C -1.88929 -0.85315 1.58496
As -2.74853 0.91565 1.42739
C -2.45288 1.30291 -0.47114
C -3.19893 0.74985 -1.51045
C -2.90190 1.05275 -2.83146
C -1.85633 1.91480 -3.13453
C -1.14244 2.51396 -2.10791
C -1.44871 2.21803 -0.78410
C -4.61396 0.34822 1.29074
C -5.57491 1.35257 1.38987
C -6.92457 1.06377 1.24947
C -7.33336 -0.24065 1.01071
C -6.38780 -1.25124 0.91874
C -5.03676 -0.95910 1.06351
As 0.04414 -1.55512 -0.47361
C -0.29215 -1.67680 -2.38436
C 0.78596 -1.37349 -3.21485
C 0.64486 -1.40520 -4.59500
C -0.57527 -1.75504 -5.15682
C -1.64433 -2.08596 -4.33690
C -1.50552 -2.04252 -2.95590
C 0.73231 -3.33838 -0.14293
C 0.45209 -4.41847 -0.97228
C 0.90829 -5.68546 -0.63418
C 1.64483 -5.87751 0.52683
C 1.93746 -4.79853 1.34841
C 1.48558 -3.53012 1.01160
H -2.47212 -1.45980 -0.43855
H -1.86848 -2.77343 0.56966
H -0.91910 -0.64440 2.03631
H -2.47419 -1.37449 2.34625
H -4.03365 0.09365 -1.28997
H -3.48950 0.61358 -3.62789
H -1.60874 2.13048 -4.16573
H -0.35548 3.22322 -2.33417
H -0.91781 2.72553 0.01621
H -5.26407 2.37487 1.57565
H -7.65725 1.85633 1.33040
H -8.38570 -0.46967 0.90414
H -6.69917 -2.27035 0.72719
H -4.31843 -1.76656 1.00051
H 1.75636 -1.13685 -2.78827
H 1.48717 -1.15010 -5.22541
H -0.69062 -1.77815 -6.23265
H -2.59118 -2.37926 -4.77275
H -2.35008 -2.30553 -2.33215
H -0.11422 -4.27737 -1.88501
H 0.68951 -6.52395 -1.28280
H 1.99182 -6.86818 0.78994
H 2.52351 -4.94137 2.24681
H 1.73144 -2.68427 1.64410
O 0.89183 1.02194 1.44534
N 1.54854 1.56493 2.41537
N 2.55167 2.23215 2.04288
O 2.87707 2.38805 0.78763
C 3.35892 2.85839 3.07183
C 4.38905 3.68395 2.67967
C 5.16273 4.30283 3.65268
C 4.90188 4.08804 4.99418
C 3.87136 3.23107 5.36889
C 3.09432 2.60628 4.41246
H 4.60182 3.82706 1.63243
H 5.98371 4.93655 3.34774
H 5.50518 4.57296 5.74967
H 3.67923 3.03641 6.41544
H 2.29717 1.93677 4.69626
Se 2.09031 4.75519 -1.93768
Te 4.28906 4.23076 -1.27103
Te 4.95159 2.11847 -2.84356
Se 2.89701 1.67837 -3.93305
N 3.23989 -0.36119 -0.23899
C 4.37246 -0.10154 -0.03513
N 5.60824 0.13994 0.00530
C 6.18951 1.10904 0.68453
N 6.73029 1.99455 1.19551

Results of the Löwdin charge analysis, in e, for atoms 1 through 6:
1 Sn 1.028
2 C -0.411
3 C -0.460
4 As 1.303
5 C -0.400
6 C -0.114